{
  "formula": "C15H18N2O5S",
  "method": "wB97M-V/def2-TZVPD",
  "elements": ["S", "O", "O", "O", "O", "O", "N", "N", "C", "C", "C", "C", "C", "C", "C", "C", "C", "C", "C", "C", "C", "C", "C", "H", "H", "H", "H", "H", "H", "H", "H", "H", "H", "H", "H", "H", "H", "H", "H", "H", "H"],
  "positions_angstrom": [[-0.34935, -0.81934, 1.05671], [-3.87781, -2.10604, 0.66993], [-0.74882, 2.40283, -2.23746], [0.33537, 4.25614, -2.91794], [-3.16755, -4.37387, 0.54802], [3.24038, 0.74165, -1.69537], [1.51243, -2.83585, 0.41113], [1.94597, -0.81657, -0.67193], [1.18188, 1.56367, -0.41813], [0.21421, 2.91833, -2.19980], [1.58117, 3.90626, 0.00436], [0.20847, 2.55705, 1.36911], [1.29218, 2.86149, -1.22081], [2.36818, 2.94095, 0.83276], [-1.95638, -2.80112, 1.98856], [-0.66306, -2.47652, 1.29721], [0.21850, -3.35960, 1.03924], [-3.10749, -2.98967, 1.07105], [0.10952, 4.02744, 0.56890], [2.31591, 0.42296, -0.87225], [-3.93610, -4.81603, -0.21017], [1.37341, 2.00009, 1.03700], [1.29256, -1.52531, 0.04891], [1.60603, 1.07694, 1.68715], [2.88350, -1.51502, -0.98241], [-3.84433, -5.99821, -0.38097], [-0.32008, 4.51159, -3.26602], [-0.68601, 4.17618, -0.05455], [2.32618, 2.72845, -1.82872], [-0.78635, 2.07241, 1.00690], [0.03525, 1.07556, -0.66864], [2.69015, 3.43823, 1.76949], [0.34696, -4.38882, 1.30821], [-1.70861, -3.56835, 2.84529], [-2.44128, -1.89663, 2.83389], [-4.92698, -4.75156, 0.00585], [-3.72256, -4.32527, -1.25607], [0.13851, 2.75416, 2.50329], [3.16686, 2.77646, 0.35037], [2.10038, 4.62376, -0.71097], [0.42126, 4.69834, 1.39403]],
  "atomic_forces_ev_per_a": [[2.471, -0.674, -2.529], [2.373, -3.164, 1.281], [-9.783, -6.511, -1.009], [15.827, -7.376, 8.706], [11.512, 7.925, 13.165], [-2.586, -1.598, 3.454], [-3.422, 3.378, -1.001], [10.455, -0.733, -6.250], [-1.292, -3.842, -1.970], [7.487, 10.434, 0.021], [-2.135, 0.048, -6.125], [-9.764, 5.188, 2.849], [4.868, -2.580, -0.372], [-1.788, 6.770, 4.933], [-0.901, 1.265, 5.402], [-3.785, 1.851, 2.062], [6.588, -0.720, -2.070], [-2.910, -0.272, -2.925], [6.594, -1.391, 4.738], [-0.217, 6.687, -3.890], [-6.744, -6.618, -13.261], [2.862, -9.303, -1.761], [-7.936, -8.189, 9.756], [0.019, 1.355, -0.785], [-3.068, 2.293, 0.453], [0.338, 2.131, 0.324], [-14.983, 5.011, -7.754], [-1.793, 0.717, -1.379], [-2.251, 0.560, 1.127], [1.909, 0.077, 1.108], [3.401, 0.954, 0.937], [-0.144, -0.080, -0.088], [-0.684, -0.294, 0.003], [-0.988, 0.634, -2.310], [1.828, -2.124, -2.937], [-3.420, 0.742, 0.609], [-1.097, -1.068, 0.798], [-0.245, -0.144, -1.628], [6.013, -2.245, -3.508], [-0.635, 0.332, 2.222], [-1.973, 0.576, -0.394]],
  "lowdin_charge": [1.061, 0.110, 0.245, 0.129, -0.042, 0.032, 0.075, 0.086, -0.146, -0.442, -0.162, -0.184, -0.171, -0.143, -0.148, -0.688, -0.134, -0.328, -0.008, -0.309, -0.323, -0.459, -0.466, 0.170, 0.297, 0.142, -0.106, 0.076, 0.195, 0.132, 0.165, 0.163, 0.115, 0.157, 0.210, 0.058, 0.139, 0.150, 0.068, 0.170, 0.114],
  "lumo_ev": -0.252,
  "smiles": "COC(=O)Cc1cnc(NC(=O)[C@H]2[C@@H]3CC[C@@H](C3)[C@@H]2C(=O)O)s1",
  "fmax_ev_per_a": 19.511,
  "total_energy_ev": -39887.3504
}